ORCA calculation (ωB97M-V/def2-TZVPD) on a 2-piece molecular cluster, C9H21N5O5 overall.

Its energy above the lowest of the compared OMol25 structures with the same formula, charge and spin is 11.468 eV. As for the molar mass: 279.3 g mol⁻¹. The HOMO energy is -7.944 eV. The electronic energy is -27351.18756 eV. As for the gap between HOMO and LUMO: 6.66 eV. The calculation puts the LUMO energy at -1.29 eV.

Last column: Mulliken charge in e.
Cartesian coordinates (Å):
C  4.373  0.450  0.495  -0.718
C  4.333  -1.173  0.199  -0.368
C  2.871  -1.872  0.605  0.343
O  2.977  -3.050  1.269  -0.545
O  1.595  -1.208  0.299  -0.157
C  0.687  -2.108  -0.472  -0.403
C  -0.593  -2.526  0.497  -0.513
N  -1.889  -1.829  0.142  0.023
C  -2.088  -0.461  0.126  0.028
N  -3.450  0.077  -0.295  -0.473
N  -0.983  0.504  0.493  -0.058
C  -1.160  1.844  -0.185  -0.315
C  0.053  2.915  0.084  -0.509
C  0.967  3.267  -1.240  -0.377
N  0.175  3.891  -2.388  -0.603
H  5.490  0.837  0.437  0.325
H  3.769  1.005  -0.342  0.081
H  3.941  0.643  1.568  0.268
H  5.220  -1.643  0.837  0.277
H  4.582  -1.451  -0.926  0.267
H  1.233  -3.023  -0.957  0.438
H  0.217  -1.408  -1.317  0.218
H  -0.779  -3.687  0.293  0.313
H  -0.317  -2.432  1.631  0.281
H  -2.739  -2.414  -0.121  0.327
H  -3.653  -0.128  -1.308  0.297
H  -4.224  -0.373  0.243  0.280
H  -0.833  0.580  1.522  0.296
H  -2.156  2.322  0.246  0.243
H  -1.325  1.617  -1.345  0.174
H  -0.457  3.922  0.443  0.295
H  0.707  2.537  0.978  0.274
H  1.621  2.347  -1.623  0.194
H  1.759  4.085  -0.883  0.252
H  0.809  3.937  -3.240  0.264
H  -0.636  3.298  -2.671  0.255
N  -5.023  -2.324  1.727  0.974
O  -5.094  -3.333  1.006  -0.618
O  -4.583  -2.416  2.884  -0.601
O  -5.394  -1.221  1.289  -0.729

---

ORCA calculation (ωB97M-V/def2-TZVPD) on a 8-piece molecular cluster, C80H84FN3O4S overall.

Its energy above the lowest of the compared OMol25 structures with the same formula, charge and spin is 35.572 eV. As for the molar mass: 1202.6 g mol⁻¹. The HOMO energy is -7.770 eV. As for the structure (SMILES): CC[C@@H](F)C1=C(CCCCCCCSc2nnco2)C(=O)c2c(CC(=O)c3ccccc3)cc(CCCCn3cccc3)cc2C1=O.c1ccccc1.c1ccccc1.c1ccccc1.c1ccccc1.c1ccccc1.c1ccccc1.c1ccccc1. The electronic energy is -110497.88211 eV. As for the gap between HOMO and LUMO: 6.14 eV. The calculation puts the LUMO energy at -1.63 eV.

Last column: Mulliken charge in e.
Cartesian coordinates (Å):
C  2.990  2.463  7.830  -0.901
C  4.039  2.679  6.588  -0.482
C  3.171  3.017  5.239  0.183
F  3.585  4.407  4.817  -0.395
C  3.520  2.040  3.948  -0.286
C  2.711  0.809  3.584  0.706
C  1.420  0.483  4.541  -0.597
C  0.585  -0.872  4.147  0.334
C  0.885  -2.022  5.288  -0.775
C  -0.073  -1.826  6.644  -0.463
C  -1.649  -2.200  6.383  -0.152
C  -2.508  -2.360  7.801  -0.536
C  -3.571  -1.135  8.064  -0.604
S  -4.181  -1.032  9.855  -0.126
C  -6.041  -0.821  9.929  0.233
N  -7.089  -1.948  9.826  -0.050
N  -8.435  -1.532  9.898  -0.403
C  -8.314  -0.031  10.090  0.037
O  -6.885  0.386  10.110  -0.190
C  3.179  -0.049  2.256  0.072
O  3.152  -1.377  2.128  -0.552
C  3.785  0.867  0.994  -0.127
C  3.530  0.525  -0.590  0.343
C  2.637  -0.782  -1.025  -0.108
C  1.901  -0.575  -2.475  0.429
O  0.665  -0.029  -2.457  -0.619
C  2.537  -0.945  -3.946  0.290
C  4.129  -0.950  -4.339  -0.128
C  4.771  -1.276  -5.815  -0.570
C  3.711  -1.637  -7.026  -0.241
C  2.094  -1.697  -6.689  -0.365
C  1.480  -1.361  -5.173  -0.181
C  4.174  1.575  -1.691  -0.440
C  5.052  2.923  -1.297  0.512
C  5.596  3.887  -2.536  -0.506
C  5.259  5.492  -2.238  -0.476
C  5.924  6.394  -3.479  -0.382
C  4.839  6.756  -4.661  -0.520
N  4.901  5.853  -5.873  0.224
C  3.657  5.244  -6.492  -0.267
C  4.008  4.305  -7.788  -0.502
C  5.638  4.390  -7.948  -0.474
C  6.070  5.370  -6.706  -0.279
C  5.309  3.266  0.294  -0.751
C  4.666  2.230  1.396  0.164
C  4.835  2.525  3.034  0.059
O  5.948  3.066  3.569  -0.558
H  1.852  2.530  7.501  0.249
H  3.142  1.417  8.334  0.217
H  3.138  3.301  8.661  0.289
H  4.701  3.634  6.862  0.373
H  4.787  1.777  6.478  0.301
H  2.009  3.075  5.396  0.313
H  1.707  0.515  5.696  0.067
H  0.662  1.393  4.394  0.294
H  -0.570  -0.595  4.267  -0.204
H  0.712  -1.234  3.042  0.231
H  2.000  -1.905  5.699  0.303
H  0.708  -3.118  4.906  0.346
H  -0.009  -0.737  7.082  0.120
H  0.356  -2.551  7.484  0.351
H  -1.740  -3.262  5.847  0.252
H  -2.216  -1.366  5.770  -0.016
H  -1.809  -2.419  8.752  0.388
H  -3.131  -3.376  7.807  0.206
H  -2.995  -0.118  7.825  0.335
H  -4.511  -1.180  7.369  0.336
H  -9.285  0.626  10.193  0.341
H  1.846  -1.077  -0.180  0.171
H  3.385  -1.687  -1.139  0.301
H  4.890  -0.679  -3.460  0.282
H  5.938  -1.203  -5.935  0.290
H  4.149  -1.845  -8.109  0.306
H  1.332  -1.988  -7.558  0.205
H  0.319  -1.414  -5.032  0.189
H  3.994  1.402  -2.846  0.084
H  5.041  3.600  -3.537  0.211
H  6.762  3.769  -2.582  0.322
H  5.789  5.881  -1.262  0.260
H  4.110  5.722  -2.221  0.239
H  6.743  5.679  -3.971  0.201
H  6.447  7.380  -3.062  0.367
H  5.022  7.878  -4.994  0.203
H  3.732  6.667  -4.228  0.286
H  2.556  5.423  -6.122  0.287
H  3.252  3.732  -8.480  0.280
H  6.359  3.908  -8.735  0.311
H  7.196  5.647  -6.531  0.353
H  5.923  4.207  0.626  0.245
C  10.987  6.422  -8.474  -0.410
C  9.775  6.914  -7.990  -0.333
C  8.668  6.996  -8.833  -0.365
C  8.773  6.589  -10.164  -0.463
C  9.987  6.106  -10.651  -0.355
C  11.094  6.021  -9.806  -0.354
H  11.848  6.352  -7.815  0.352
H  9.694  7.234  -6.954  0.388
H  7.723  7.376  -8.454  0.460
H  7.909  6.651  -10.820  0.375
H  10.071  5.795  -11.689  0.356
H  12.039  5.642  -10.185  0.351
C  -1.447  -2.620  -3.234  -0.369
C  -2.549  -2.475  -4.075  -0.674
C  -3.389  -3.561  -4.320  -0.418
C  -3.123  -4.795  -3.727  -0.328
C  -2.015  -4.943  -2.893  -0.464
C  -1.177  -3.856  -2.645  -0.466
H  -0.797  -1.772  -3.038  0.624
H  -2.755  -1.514  -4.540  0.437
H  -4.250  -3.447  -4.973  0.388
H  -3.778  -5.641  -3.916  0.456
H  -1.804  -5.907  -2.435  0.374
H  -0.315  -3.971  -1.993  0.397
C  3.450  -3.405  -12.509  -0.353
C  4.269  -4.318  -11.847  -0.372
C  3.950  -4.733  -10.554  -0.365
C  2.813  -4.230  -9.921  -0.360
C  1.999  -3.310  -10.580  -0.300
C  2.315  -2.898  -11.874  -0.432
H  3.695  -3.087  -13.519  0.354
H  5.157  -4.708  -12.339  0.355
H  4.587  -5.447  -10.039  0.369
H  2.563  -4.555  -8.915  0.410
H  1.115  -2.914  -10.085  0.335
H  1.679  -2.182  -12.388  0.360
C  -6.519  -6.033  5.477  -0.147
C  -6.937  -5.068  6.392  -0.598
C  -6.562  -5.167  7.731  -0.185
C  -5.771  -6.234  8.157  -0.601
C  -5.360  -7.204  7.244  -0.275
C  -5.732  -7.104  5.904  -0.502
H  -6.805  -5.953  4.432  0.375
H  -7.556  -4.238  6.061  0.387
H  -6.886  -4.412  8.444  0.427
H  -5.476  -6.310  9.200  0.388
H  -4.748  -8.039  7.577  0.369
H  -5.409  -7.859  5.191  0.357
C  -8.565  3.313  5.627  -0.340
C  -8.983  4.278  6.542  -0.436
C  -8.608  4.180  7.882  -0.395
C  -7.817  3.113  8.308  -0.457
C  -7.406  2.142  7.394  -0.285
C  -7.778  2.243  6.054  -0.548
H  -8.851  3.394  4.582  0.400
H  -9.602  5.109  6.211  0.358
H  -8.932  4.934  8.594  0.358
H  -7.522  3.037  9.351  0.434
H  -6.794  1.307  7.727  0.445
H  -7.455  1.488  5.342  0.455
C  -5.854  0.420  0.734  -0.338
C  -6.504  1.422  1.455  -0.500
C  -6.038  1.786  2.718  -0.286
C  -4.925  1.146  3.263  -0.561
C  -4.281  0.138  2.546  -0.071
C  -4.744  -0.224  1.281  -0.712
H  -6.213  0.141  -0.253  0.387
H  -7.373  1.920  1.032  0.357
H  -6.542  2.570  3.278  0.488
H  -4.560  1.431  4.246  0.400
H  -3.417  -0.366  2.972  0.358
H  -4.241  -1.008  0.721  0.460
C  -6.253  -5.264  -1.830  -0.261
C  -6.011  -6.614  -2.082  -0.402
C  -5.921  -7.518  -1.024  -0.479
C  -6.068  -7.070  0.289  -0.328
C  -6.300  -5.718  0.543  -0.233
C  -6.394  -4.816  -0.516  -0.607
H  -6.330  -4.562  -2.655  0.375
H  -5.894  -6.963  -3.105  0.421
H  -5.736  -8.570  -1.221  0.371
H  -6.000  -7.774  1.114  0.365
H  -6.409  -5.368  1.566  0.351
H  -6.578  -3.763  -0.319  0.434

---

ORCA calculation (ωB97M-V/def2-TZVPD) on a 4-piece molecular cluster, H8O3S2 overall.

Its energy above the lowest of the compared OMol25 structures with the same formula, charge and spin is 0.641 eV. As for the molar mass: 120.2 g mol⁻¹. The HOMO energy is -8.726 eV. As for the structure (SMILES): SS.O.O.O. The electronic energy is -27942.35041 eV. As for the gap between HOMO and LUMO: 9.01 eV. The calculation puts the LUMO energy at 0.29 eV.

Last column: Mulliken charge in e.
Cartesian coordinates (Å):
S  1.068  -2.461  -0.378  -0.174
S  0.352  -1.719  -2.149  -0.167
H  1.558  -3.631  -0.806  0.156
H  -0.566  -0.930  -1.574  0.184
O  -1.967  2.204  -2.566  -0.623
H  -1.523  3.004  -2.853  0.312
H  -2.803  2.454  -2.171  0.313
O  -0.350  1.593  1.520  -0.641
H  -0.001  2.274  2.109  0.298
H  -0.208  0.771  2.010  0.341
O  1.266  -1.041  2.594  -0.594
H  2.209  -0.937  2.416  0.335
H  0.967  -1.581  1.848  0.259

---

ORCA calculation (ωB97M-V/def2-TZVPD) on C20H23N5O8PS2 as an isolated structure.

As for the molar mass: 556.5 g mol⁻¹. As for the net charge: -1. The HOMO energy is -6.775 eV. The electronic energy is -75906.60884 eV. As for the gap between HOMO and LUMO: 9.04 eV. The calculation puts the LUMO energy at 2.27 eV.

Last column: Mulliken charge in e.
Cartesian coordinates (Å):
O  -2.752  0.730  -0.693  -0.624
P  -2.782  -0.367  -1.667  0.952
O  -2.634  0.057  -3.194  -0.468
O  -4.111  -1.241  -1.668  -0.486
S  -1.237  -1.834  -1.233  0.853
O  -1.925  -2.919  -0.580  -0.618
O  -0.306  -1.071  -0.420  -0.548
N  -0.606  -2.294  -2.588  -0.434
S  0.718  -1.584  -3.104  1.128
O  1.883  -1.871  -2.316  -0.610
O  0.791  -1.756  -4.522  -0.666
O  0.443  0.007  -2.889  -0.508
H  -1.825  0.564  -3.349  0.346
H  -4.874  -0.666  -1.535  0.339
H  0.490  0.151  -1.925  0.286
N  2.940  1.882  -0.045  -0.551
C  3.189  2.810  0.879  -0.255
C  2.831  2.690  2.212  -0.339
C  2.180  1.533  2.617  -0.279
C  1.919  0.558  1.671  -0.520
C  2.315  0.776  0.358  -0.223
H  3.695  3.704  0.528  0.348
H  3.041  3.482  2.917  0.356
H  1.873  1.407  3.647  0.423
H  1.403  -0.358  1.924  0.416
H  2.111  0.026  -0.399  0.667
N  4.244  -1.000  -9.329  -0.579
C  4.917  -1.622  -8.362  -0.181
C  4.392  -1.891  -7.108  -0.489
C  3.093  -1.494  -6.828  -0.037
C  2.381  -0.846  -7.826  -0.426
C  2.996  -0.625  -9.049  -0.243
H  5.932  -1.919  -8.608  0.342
H  4.990  -2.400  -6.364  0.357
H  2.635  -1.681  -5.865  0.576
H  1.365  -0.519  -7.652  0.385
H  2.462  -0.122  -9.848  0.328
N  -4.616  -1.686  2.556  -0.465
C  -3.527  -2.372  2.205  -0.135
C  -3.167  -3.579  2.790  -0.434
C  -3.969  -4.100  3.790  -0.353
C  -5.103  -3.395  4.166  -0.322
C  -5.378  -2.201  3.519  -0.222
H  -2.909  -1.950  1.423  0.458
H  -2.275  -4.087  2.451  0.399
H  -3.718  -5.040  4.267  0.357
H  -5.762  -3.761  4.942  0.346
H  -6.260  -1.626  3.786  0.345
N  0.959  3.671  4.904  -0.254
C  1.307  3.851  6.176  -0.116
C  0.395  4.103  7.191  -0.567
C  -0.951  4.169  6.865  -0.126
C  -1.326  3.981  5.545  -0.638
C  -0.335  3.736  4.604  -0.140
H  2.368  3.788  6.394  0.356
H  0.735  4.239  8.209  0.353
H  -1.694  4.360  7.628  0.357
H  -2.363  4.019  5.244  0.365
H  -0.590  3.579  3.561  0.418

---

ORCA calculation (ωB97M-V/def2-TZVPD) on a single C10H13N3S molecule.

Its energy above the lowest of the compared OMol25 structures with the same formula, charge and spin is 0.280 eV. As for the molar mass: 207.3 g mol⁻¹. The HOMO energy is -8.186 eV. As for the structure (SMILES): CCCNc1ncnc2scc(C)c12. The electronic energy is -25886.86952 eV. As for the gap between HOMO and LUMO: 8.85 eV. The calculation puts the LUMO energy at 0.67 eV.

Last column: Mulliken charge in e.
Cartesian coordinates (Å):
C  -3.471  -0.463  1.442  -1.134
C  -3.868  0.536  0.378  -0.216
C  -2.940  0.443  -0.844  -1.072
N  -1.548  0.756  -0.635  -0.070
C  -0.592  -0.195  -0.455  0.729
N  -0.906  -1.462  -0.588  -0.467
C  0.018  -2.367  -0.393  -0.265
N  1.271  -2.201  -0.052  -0.609
C  1.607  -0.867  0.019  0.005
S  3.228  -0.409  0.332  -0.222
C  2.737  1.262  0.296  -0.572
C  1.420  1.456  0.036  0.775
C  0.763  2.813  -0.086  -1.685
C  0.710  0.214  -0.132  0.422
H  -2.432  -0.301  1.805  0.243
H  -3.425  -1.485  1.027  0.279
H  -4.197  -0.482  2.216  0.400
H  -4.895  0.229  0.078  0.263
H  -3.908  1.584  0.713  0.306
H  -2.988  -0.583  -1.212  0.423
H  -3.347  1.010  -1.677  0.383
H  -1.271  1.693  -0.461  0.141
H  -0.367  -3.415  -0.344  0.342
H  3.449  2.092  0.436  0.408
H  -0.092  3.021  0.554  0.385
H  1.474  3.626  -0.017  0.372
H  0.331  2.911  -1.081  0.436